Entry 1:
{"formula": "C20H19Cl3MoN4O5S5", "method": "the ωB97M-V functional and the def2-TZVPD basis", "charge": 0, "relative_energy_kj_mol": 0.0, "largest_force_ev_per_a": 0.3, "orbital_gap_ev": [6.40, 6.37], "lumo_ev": [-1.04, -1.21], "symbols": ["O", "H", "H", "C", "O", "N", "C", "Cl", "C", "C", "H", "H", "S", "C", "H", "C", "N", "H", "C", "C", "Cl", "H", "H", "Cl", "H", "H", "O", "C", "H", "C", "O", "H", "H", "C", "H", "S", "C", "H", "C", "C", "H", "C", "O", "C", "C", "S", "Mo", "C", "H", "S", "S", "C", "H", "H", "C", "N", "N"], "positions_angstrom": [[-0.333, 0.141, 3.069], [-2.439, 1.459, 3.439], [-4.665, 2.388, 2.809], [-1.943, 2.412, -2.275], [-5.584, 0.832, -1.591], [-4.497, 0.367, -1.318], [-4.120, 1.756, 2.121], [0.433, 3.070, 1.472], [-0.816, -0.065, 1.972], [0.072, -3.863, 0.402], [4.623, -2.029, -1.628], [-2.174, -0.488, -0.358], [-3.092, -6.629, 0.534], [3.499, 0.685, 1.529], [3.537, 1.355, 0.669], [4.510, -1.067, -1.122], [2.367, -0.761, -2.073], [3.875, -2.289, 0.363], [-3.943, 0.659, 0.018], [-2.001, -5.439, 0.293], [-3.895, 4.115, -1.496], [1.951, -0.231, 2.566], [3.858, 1.234, 2.404], [-0.192, 0.761, -3.413], [-5.617, 1.867, 0.564], [5.379, -0.318, 1.146], [-3.828, -0.316, -2.068], [-0.765, 1.717, -2.075], [2.388, -1.632, -2.594], [-4.663, 1.470, 0.877], [1.093, 1.085, -0.676], [4.155, -0.017, -2.975], [3.567, 0.834, -1.536], [-0.690, -3.358, -0.597], [1.709, -0.138, -2.540], [-0.534, -5.284, 1.209], [-2.883, 1.239, 2.478], [5.509, -0.675, -0.930], [0.001, 1.782, -0.890], [-2.712, 0.130, 0.347], [4.253, -1.199, 2.180], [-2.179, 0.432, 1.593], [-0.229, -0.760, 1.032], [3.694, -0.146, -1.993], [-0.485, 2.736, 0.030], [1.598, -3.149, 0.778], [1.393, -1.012, -0.066], [4.325, -0.553, 1.303], [-2.496, 2.284, -3.196], [-0.183, -2.031, -1.577], [-2.187, -4.193, -0.906], [-2.398, 3.263, -1.287], [1.496, 1.041, 1.673], [-1.981, 4.142, 0.626], [-1.655, 3.451, -0.138], [2.118, 0.237, 1.679], [3.776, -1.304, 0.146]], "mulliken_charge": [-0.73, 0.49, 0.41, -0.89, -0.67, 1.25, -0.62, -0.22, -0.07, 0.41, 0.39, 0.33, -0.22, -0.34, 0.16, -1.11, -0.21, 0.32, -0.43, 0.10, -0.20, 0.29, 0.55, -0.30, 0.51, 0.35, -0.62, 1.45, 0.32, -0.45, -0.44, 0.52, 0.11, 0.15, -0.06, -0.10, -0.79, 0.33, -1.23, 0.30, 0.41, 0.57, 0.50, -0.17, 0.96, -0.50, 0.49, -1.01, 0.46, -0.34, -0.01, 0.29, -0.40, 0.48, -0.87, -0.05, 0.19]}



Entry 2:
{"formula": "C20H19ClN2O3", "method": "the ωB97M-V functional and the def2-TZVPD basis", "smiles": "CN(C)c1ccc(NC(=O)c2ccc(COc3cccc(Cl)c3)o2)cc1", "charge": 0, "relative_energy_kj_mol": 171.4, "largest_force_ev_per_a": 1.3, "orbital_gap_ev": 7.79, "lumo_ev": 0.63, "symbols": ["H", "H", "C", "H", "H", "O", "C", "H", "H", "C", "H", "C", "H", "C", "C", "N", "C", "H", "H", "H", "C", "H", "C", "C", "C", "C", "C", "C", "H", "C", "H", "C", "O", "H", "C", "C", "O", "H", "H", "C", "H", "N", "Cl", "H", "C"], "positions_angstrom": [[-3.146, -1.082, -1.728], [3.212, 1.791, -2.405], [1.984, 2.535, 0.099], [4.697, 2.027, -0.903], [-8.634, -0.102, 1.105], [3.162, -0.139, -1.621], [-7.828, -2.159, -1.098], [2.913, 3.038, 0.266], [0.660, 3.282, 1.733], [1.692, 1.645, -0.899], [-8.913, -2.223, -1.046], [4.716, -1.321, -0.362], [1.829, 0.741, -2.810], [-5.652, 0.107, 0.923], [-1.525, 1.603, 0.691], [-7.345, -1.347, -0.011], [-4.372, 0.618, 0.918], [-9.045, -1.825, 1.078], [4.153, -2.206, -0.608], [-7.419, -3.176, -1.066], [6.583, -0.251, 0.727], [-1.575, 0.285, -0.839], [0.810, 2.669, 0.870], [-5.128, -1.257, -0.974], [5.003, 1.060, -0.538], [2.504, 1.055, -2.009], [-6.069, -0.844, -0.020], [4.278, -0.086, -0.845], [-5.385, -1.997, -1.714], [-3.850, -0.741, -0.980], [-7.565, -1.708, -2.058], [-3.450, 0.201, -0.038], [-2.028, 2.190, 1.632], [-4.079, 1.349, 1.652], [6.143, 0.965, 0.242], [-0.123, 1.847, 0.295], [0.415, 1.223, -0.781], [6.698, 1.862, 0.475], [7.469, -0.321, 1.336], [5.857, -1.390, 0.412], [-6.339, 0.469, 1.669], [-2.138, 0.684, -0.099], [6.383, -2.926, 0.999], [-7.686, -1.269, 2.053], [-8.219, -1.117, 1.112]], "mulliken_charge": [0.31, 0.42, -0.12, 0.36, 0.30, -0.43, -1.18, 0.48, 0.53, 0.63, 0.38, -0.62, 0.31, -0.38, 0.31, 0.15, -0.89, 0.37, 0.46, 0.32, -0.62, 0.18, -1.08, -0.40, -0.43, -1.02, 0.82, 0.75, 0.37, -1.07, 0.40, 0.52, -0.72, 0.51, -0.71, 0.53, -0.34, 0.37, 0.42, 0.44, 0.37, -0.06, -0.22, 0.41, -1.16]}